{"formula": "C31H87N7O9", "method": "ωB97M-V with the def2-TZVPD basis set", "spin_multiplicity": 1, "de_lowest_kcal_mol": 33.3, "energy_ev": -62411.2556, "smiles": "COC[C@H](C)N.COC[C@H](C)N.COC[C@H](C)N.COC[C@H](C)N.COC[C@H](C)N.COC[C@H](C)N.COC[C@H](C)N.CCO.CO", "molar_mass_g_mol": 702.1, "largest_force_ev_per_a": 2.1, "total_charge": 0, "lumo_energy_ev": 0.37, "orbital_gap_ev": 9.151, "elements": ["C", "O", "C", "C", "C", "N", "H", "H", "H", "H", "H", "H", "H", "H", "H", "H", "H", "C", "O", "C", "C", "C", "N", "H", "H", "H", "H", "H", "H", "H", "H", "H", "H", "H", "C", "O", "C", "C", "C", "N", "H", "H", "H", "H", "H", "H", "H", "H", "H", "H", "H", "C", "O", "C", "C", "C", "N", "H", "H", "H", "H", "H", "H", "H", "H", "H", "H", "H", "C", "O", "C", "C", "C", "N", "H", "H", "H", "H", "H", "H", "H", "H", "H", "H", "H", "C", "O", "C", "C", "C", "N", "H", "H", "H", "H", "H", "H", "H", "H", "H", "H", "H", "C", "O", "C", "C", "C", "N", "H", "H", "H", "H", "H", "H", "H", "H", "H", "H", "H", "C", "C", "O", "H", "H", "H", "H", "H", "H", "C", "O", "H", "H", "H", "H"], "coordinates": [[0.249, 4.982, -0.306], [-0.969, 4.465, 0.178], [-1.491, 3.381, -0.597], [-2.420, 3.825, -1.718], [-3.573, 2.834, -1.892], [-1.715, 3.811, -3.053], [0.406, 5.966, 0.131], [0.308, 5.031, -1.397], [1.087, 4.347, 0.025], [-0.685, 2.697, -0.882], [-2.066, 2.864, 0.180], [-2.768, 4.850, -1.618], [-4.389, 3.302, -2.444], [-3.908, 2.362, -0.971], [-3.251, 2.021, -2.548], [-1.122, 2.985, -3.051], [-1.075, 4.602, -3.080], [-2.481, -0.989, 4.053], [-2.681, -1.220, 2.678], [-3.955, -0.860, 2.247], [-4.040, -1.054, 0.742], [-5.134, -0.282, 0.034], [-4.219, -2.478, 0.372], [-1.457, -1.268, 4.310], [-3.126, -1.665, 4.626], [-2.622, 0.050, 4.358], [-4.797, -1.361, 2.756], [-4.229, 0.190, 2.470], [-3.059, -0.779, 0.340], [-4.987, -0.329, -1.042], [-5.187, 0.785, 0.273], [-6.105, -0.688, 0.332], [-3.584, -3.051, 0.923], [-5.150, -2.769, 0.658], [-1.428, -5.234, 1.767], [-1.893, -5.267, 3.104], [-0.958, -4.813, 4.048], [-0.235, -5.932, 4.836], [0.620, -6.807, 3.939], [-1.260, -6.750, 5.543], [-0.606, -5.928, 1.572], [-1.094, -4.220, 1.519], [-2.241, -5.540, 1.110], [-0.113, -4.271, 3.597], [-1.484, -4.153, 4.743], [0.376, -5.468, 5.617], [-0.030, -7.203, 3.155], [1.069, -7.617, 4.509], [1.393, -6.225, 3.434], [-1.858, -7.096, 4.790], [-1.906, -6.108, 5.999], [2.462, 5.993, -3.047], [1.929, 4.745, -3.364], [2.842, 3.658, -3.348], [2.056, 2.366, -3.326], [2.917, 1.125, -3.076], [1.205, 2.162, -4.522], [2.476, 6.712, -3.870], [3.501, 5.916, -2.695], [1.938, 6.446, -2.198], [3.454, 3.718, -4.259], [3.445, 3.740, -2.437], [1.331, 2.462, -2.507], [2.325, 0.225, -3.201], [3.250, 1.231, -2.042], [3.768, 1.155, -3.758], [0.626, 3.000, -4.546], [1.790, 2.193, -5.355], [-0.788, 0.083, -2.689], [-0.202, 0.309, -1.427], [-0.090, -0.805, -0.593], [0.480, -0.394, 0.745], [1.996, -0.241, 0.699], [0.135, -1.394, 1.745], [-1.401, -0.824, -2.729], [-0.025, 0.025, -3.470], [-1.446, 0.906, -2.968], [-0.994, -1.428, -0.506], [0.612, -1.529, -1.051], [0.124, 0.615, 1.006], [2.395, 0.603, 0.143], [2.417, -1.115, 0.181], [2.381, -0.358, 1.715], [-0.878, -1.474, 1.796], [0.385, -1.059, 2.673], [-4.690, -0.323, -5.375], [-4.465, 0.876, -6.048], [-3.168, 1.376, -5.860], [-2.825, 2.484, -6.850], [-2.526, 1.912, -8.223], [-1.746, 3.334, -6.349], [-4.118, -1.156, -5.807], [-5.733, -0.633, -5.487], [-4.516, -0.260, -4.292], [-3.035, 1.728, -4.820], [-2.390, 0.584, -5.871], [-3.744, 3.080, -6.855], [-3.426, 1.424, -8.606], [-1.696, 1.208, -8.189], [-2.351, 2.726, -8.929], [-0.868, 2.853, -6.224], [-2.099, 3.711, -5.476], [6.637, -3.564, 4.603], [5.311, -3.161, 4.532], [4.627, -3.764, 3.439], [3.327, -3.007, 3.237], [2.469, -2.938, 4.486], [2.548, -3.599, 2.162], [7.051, -3.381, 5.602], [7.279, -3.062, 3.871], [6.801, -4.653, 4.546], [5.276, -3.702, 2.555], [4.453, -4.826, 3.656], [3.694, -1.974, 3.093], [1.909, -3.841, 4.744], [1.712, -2.154, 4.370], [3.022, -2.696, 5.395], [3.047, -3.483, 1.281], [1.722, -3.021, 2.014], [1.691, 2.379, 3.123], [1.670, 1.552, 4.383], [0.316, 1.444, 4.818], [2.706, 2.519, 2.733], [1.459, 3.438, 3.281], [1.060, 1.994, 2.327], [2.323, 1.970, 5.154], [2.065, 0.558, 4.127], [0.316, 1.033, 5.686], [4.556, 2.795, 0.112], [5.186, 4.042, 0.382], [3.694, 2.869, -0.548], [5.320, 2.166, -0.352], [4.208, 2.337, 1.040], [5.368, 4.116, 1.320]], "mulliken_charge": [-0.13, -0.56, 0.29, 0.01, -0.91, -0.24, 0.46, -0.21, 0.04, -0.18, 0.20, 0.51, 0.40, 0.13, -0.10, -0.31, 0.33, -0.73, -0.04, -1.17, 2.00, -1.60, -0.66, 0.04, 0.32, 0.32, 0.24, 0.45, -0.84, 0.23, 0.33, 0.49, 0.20, 0.31, -0.30, -0.43, 0.06, 0.39, -1.33, -0.85, 0.24, -0.12, 0.33, -0.32, 0.45, 0.37, 0.27, 0.38, 0.28, 0.35, 0.28, -0.83, -0.26, -0.50, 1.75, -1.27, -0.44, 0.30, 0.37, 0.22, 0.25, 0.15, -0.88, 0.28, 0.08, 0.47, 0.13, 0.32, -0.81, 0.32, -1.44, 1.51, -0.85, 0.82, 0.47, 0.19, -0.03, 0.56, 0.30, -0.52, -0.28, 0.46, 0.17, -0.37, -0.32, -0.54, -0.39, 0.41, 0.22, -1.51, -0.64, 0.32, 0.27, 0.10, -0.37, 0.26, 0.35, 0.37, 0.34, 0.37, 0.29, 0.31, -0.81, -0.30, -0.95, 1.37, -1.05, -0.53, 0.26, 0.30, 0.32, 0.44, 0.37, -0.14, 0.05, -0.07, 0.49, 0.39, -0.32, -0.67, 0.03, -0.52, 0.19, 0.51, -0.08, 0.45, -0.12, 0.29, 0.05, -0.53, -0.43, 0.33, 0.21, 0.32]}